Here is a molecular structure, C44H116N4O16 in a non-equilibrium geometry from the OMol25 dataset. Energies are from wB97M-V/def2-TZVPD.

Structure (XYZ):
```
180
C44H116N4O16 wB97M-V/def2-TZVPD
C 2.883 0.098 -0.296
O 3.767 1.194 -0.333
H 1.939 0.422 0.142
H 2.760 -0.339 -1.287
H 3.207 -0.734 0.329
H 3.379 1.909 -0.843
C -0.205 -0.119 -0.459
O -0.027 0.793 -1.485
H -0.176 -1.128 -0.871
H 0.661 -0.060 0.200
H -1.104 -0.064 0.155
H 0.084 1.687 -1.153
C 1.501 0.690 1.891
O 1.803 -0.343 2.870
C 3.121 -0.845 2.877
C 3.423 -1.943 3.888
N 3.301 -1.414 5.269
C 3.688 -2.465 6.202
C 3.043 -3.886 6.064
O 1.668 -3.841 6.413
C 1.011 -5.045 6.589
H 1.473 1.681 2.345
H 0.480 0.544 1.540
H 2.194 0.704 1.050
H 3.845 -0.033 2.951
H 3.346 -1.233 1.883
H 4.440 -2.289 3.699
H 2.748 -2.795 3.809
H 2.300 -1.293 5.326
H 3.456 -2.149 7.219
H 4.770 -2.578 6.133
H 3.604 -4.510 6.759
H 3.124 -4.335 5.074
H 0.955 -5.710 5.727
H -0.057 -4.917 6.766
H 1.455 -5.597 7.417
C 0.360 5.364 -3.958
O 0.496 4.860 -2.625
C -0.608 4.180 -2.144
C -0.304 3.598 -0.685
N 0.547 2.390 -0.629
C 0.876 2.094 0.777
C 1.983 3.020 1.358
O 1.628 4.285 1.882
C 0.590 4.285 2.862
H -0.463 6.070 -4.069
H 0.292 4.631 -4.763
H 1.315 5.861 -4.124
H -0.986 3.422 -2.830
H -1.457 4.863 -2.117
H -1.261 3.256 -0.291
H 0.106 4.429 -0.110
H 1.423 2.577 -1.095
H 1.163 1.043 0.801
H -0.025 2.124 1.390
H 2.664 3.278 0.546
H 2.605 2.482 2.074
H -0.384 4.160 2.388
H 0.524 5.235 3.393
H 0.748 3.570 3.669
C -2.610 1.602 -2.108
O -2.746 2.560 -1.086
C -2.560 2.054 0.207
C -2.521 3.203 1.242
N -2.235 2.619 2.608
C -1.973 3.664 3.563
C -2.037 3.214 5.095
O -3.348 2.816 5.523
C -3.367 2.718 6.917
H -3.274 0.777 -1.853
H -1.629 1.250 -2.428
H -3.091 1.970 -3.014
H -1.576 1.588 0.259
H -3.255 1.242 0.424
H -3.393 3.857 1.252
H -1.647 3.756 0.901
H -2.998 2.041 2.929
H -2.784 4.391 3.526
H -0.998 4.148 3.497
H -1.646 4.024 5.710
H -1.400 2.349 5.280
H -4.405 2.549 7.205
H -3.103 3.643 7.429
H -2.574 2.062 7.277
C 0.733 -3.069 -7.406
O -0.021 -3.821 -6.467
C 0.797 -4.486 -5.522
C 0.034 -4.786 -4.227
N -0.335 -3.493 -3.655
C -1.062 -3.683 -2.429
C -1.523 -2.338 -1.931
O -2.460 -1.746 -2.812
C -2.784 -0.451 -2.399
H 1.559 -3.605 -7.873
H 1.202 -2.196 -6.953
H 0.042 -2.678 -8.153
H 1.677 -3.884 -5.293
H 1.106 -5.446 -5.935
H 0.609 -5.359 -3.499
H -0.886 -5.325 -4.453
H -0.983 -3.035 -4.279
H -0.456 -4.209 -1.690
H -1.923 -4.347 -2.497
H -0.612 -1.766 -1.756
H -2.048 -2.442 -0.982
H -3.391 -0.431 -1.494
H -3.423 -0.049 -3.184
H -1.864 0.134 -2.385
C -2.932 -1.687 0.436
C -4.373 -1.273 0.440
C -4.773 -0.554 1.743
O -4.476 -0.391 -0.686
H -2.873 -2.578 1.062
H -2.261 -0.961 0.894
H -2.539 -1.996 -0.532
H -4.926 -2.180 0.196
H -4.235 0.340 2.059
H -4.750 -1.275 2.559
H -5.820 -0.257 1.676
H -5.327 0.053 -0.700
C 1.762 -2.975 1.674
C 0.399 -3.018 0.959
C -0.607 -2.231 1.818
O 0.623 -2.575 -0.334
H 2.559 -3.453 1.104
H 1.817 -3.498 2.629
H 1.930 -1.928 1.927
H 0.067 -4.055 1.000
H -0.829 -2.725 2.765
H -1.562 -2.098 1.310
H -0.216 -1.232 2.013
H 1.065 -3.291 -0.796
C 1.140 -1.320 -3.052
C 2.089 -2.539 -3.168
C 3.328 -2.600 -2.225
O 1.443 -3.762 -2.937
H 1.787 -0.465 -3.246
H 0.740 -1.212 -2.043
H 0.384 -1.297 -3.836
H 2.428 -2.606 -4.202
H 3.854 -3.553 -2.291
H 2.944 -2.500 -1.210
H 4.065 -1.811 -2.376
H 0.626 -3.749 -3.442
C 3.397 3.537 -3.277
C 2.312 2.878 -2.505
C 2.046 1.477 -3.118
O 2.796 2.761 -1.212
H 3.165 3.815 -4.305
H 4.234 2.839 -3.312
H 3.860 4.428 -2.855
H 1.385 3.451 -2.512
H 1.844 1.605 -4.181
H 1.131 1.055 -2.703
H 2.839 0.745 -2.965
H 3.346 3.529 -1.039
C -1.617 0.379 4.712
C -0.901 0.222 3.314
C -1.797 -0.237 2.217
O -0.426 1.579 2.991
H -0.929 0.825 5.431
H -1.986 -0.620 4.944
H -2.514 0.998 4.740
H -0.037 -0.441 3.375
H -2.754 0.285 2.207
H -2.043 -1.294 2.319
H -1.304 -0.142 1.249
H -1.212 2.122 2.900
C -0.971 -0.774 -5.251
C -1.261 0.655 -4.666
C -0.112 1.107 -3.751
O -1.241 1.605 -5.690
H -1.814 -1.098 -5.861
H -0.918 -1.489 -4.430
H 0.010 -0.778 -5.726
H -2.231 0.651 -4.169
H -0.364 1.946 -3.104
H 0.840 1.253 -4.262
H 0.206 0.253 -3.153
H -2.040 1.404 -6.183
```

Values from the calculation:
Total energy = -86170.1038 eV
HOMO-LUMO gap = 7.31 eV
HOMO energy = -0.254 hartree
Energy above the lowest of the compared OMol25 structures with the same formula, charge and spin = 1164.9 kcal per mole

Löwdin population analysis, charges in e, atoms 1 to 8: number 1, C, carries -0.1338; number 2, O, carries -0.0273; number 3, H, carries 0.0231; number 4, H, carries 0.0742; number 5, H, carries 0.0946; number 6, H, carries -0.2060; number 7, C, carries -0.1231; number 8, O, carries -0.2210